Record 1
Entry from OMol25: a 2-piece molecular cluster, C3H12NO overall at a distorted geometry (ωB97M-V/def2-TZVPD).

Cartesian coordinates (Å):
O  -2.930856  -1.255575  -1.491978
N  -0.743932  -0.479046  -0.080670
C  0.432668  0.534870  0.000633
C  2.420363  1.290001  1.128549
C  1.585319  0.081365  0.760324
H  -0.737623  -1.018995  0.792785
H  -1.732862  -0.075060  -0.139473
H  -3.811519  -1.121790  -1.078262
H  3.250678  0.892087  1.741320
H  0.556284  0.677117  -1.035873
H  -3.070232  -0.695024  -2.296219
H  2.187103  -0.616800  0.172973
H  1.903103  2.309373  1.542598
H  -0.708848  -1.067348  -0.940135
H  2.849966  1.815454  0.269022
H  -0.029030  1.385279  0.485210
H  1.367235  -0.523782  1.649533

Cartesian forces (eV/Å) of the 3 atoms listed first:
-1.3 1.4 -0.6
-1.0 0.2 0.3
-3.3 -0.4 0.0

- E_HOMO (Ha) = -0.5614
- LUMO energy (eV) = -3.52
- maximum force (eV Å⁻¹) = 3.34
- net charge = +1
- Kohn-Sham gap (Eh) = 0.432


Record 2
Entry from OMol25: a 5-piece molecular cluster, C12H25O4S3 overall at a distorted geometry (ωB97M-V/def2-TZVPD).

Cartesian coordinates (Å):
S  -3.783569  -0.506923  -1.190924
S  -1.805654  -2.490375  1.320824
S  0.522231  2.999149  0.883434
O  -1.392504  0.552617  0.932913
O  -4.797060  -1.035739  -2.170094
O  -2.689157  -3.422721  0.438440
O  1.691211  3.697613  1.635554
C  -2.293592  -0.211042  -2.120837
C  -0.110585  -3.193284  1.131420
C  0.617413  3.247187  -0.863198
C  2.847126  -1.667413  -0.852052
C  5.120601  0.222313  -0.644945
C  4.187878  -2.098220  -0.956481
C  -0.985639  3.947401  1.176201
C  3.826387  0.729882  -0.523732
C  -4.145959  1.165626  -1.034574
C  2.690253  -0.149997  -0.549492
C  -1.975102  -3.038738  2.949834
C  5.402903  -1.157543  -0.774285
H  -0.957024  4.997010  0.901999
H  -1.135728  3.790257  2.397692
H  -0.067864  -4.358937  1.369872
H  -4.047738  1.727345  -1.787548
H  4.512376  -3.143611  -0.983820
H  1.965235  -2.289909  -1.115863
H  6.262382  -1.729121  -0.378263
H  1.462650  2.876887  -1.310461
H  -0.354957  2.901873  -1.292905
H  -0.786200  0.083668  0.511751
H  -2.891505  -2.770961  3.360746
H  5.864629  0.833547  -0.375389
H  1.752708  0.478314  -0.520346
H  -1.790179  -4.187914  3.014743
H  -5.231757  1.208257  -0.868531
H  -1.694281  0.443732  -1.358633
H  -1.827487  3.509023  0.804493
H  3.776513  1.860622  -0.315628
H  -2.608486  0.128475  -3.096369
H  -3.609032  1.311844  -0.064716
H  0.833579  4.310713  -1.016250
H  -1.279014  -2.571391  3.509081
H  0.202738  -3.143978  0.134026
H  0.477101  -2.655165  1.872641
H  -1.755839  -1.200376  -2.180329

Cartesian forces (eV/Å) of the 3 atoms listed first:
-0.6 -1.7 -1.1
-0.7 -2.0 -3.4
1.2 -0.6 2.3

- E_HOMO (Ha) = -0.1361
- LUMO energy (eV) = 2.78
- maximum force (eV Å⁻¹) = 8.43
- net charge = -1
- Kohn-Sham gap (Eh) = 0.238


Record 3
Entry from OMol25: C10H23N5S6SbTi as an isolated structure at a distorted geometry (ωB97M-V/def2-TZVPD).

Cartesian coordinates (Å):
Sb  0.244878  1.727957  3.166023
Ti  2.152527  -0.345472  2.575399
S  -2.227721  2.788239  1.015432
S  -2.233792  1.573408  -2.461707
S  3.263811  1.683663  3.235035
S  -2.887274  0.308569  0.145674
S  0.518105  -0.455771  4.281365
S  2.208224  1.830373  1.409844
N  2.626625  -1.663912  -1.372009
N  3.494649  -1.763739  2.882197
N  5.139397  -3.280340  2.004575
N  1.669603  -1.325280  0.768771
N  3.903288  -2.049304  0.562322
C  3.743318  -2.236922  -2.109527
C  -4.137657  0.957782  1.417471
C  1.508441  -1.009033  -2.033446
C  -4.031364  2.452254  1.406360
C  2.668692  -1.705496  -0.001875
C  -2.994312  3.008769  -1.678218
C  -2.143663  3.623698  -0.614366
C  -3.699630  0.402630  -2.536967
C  4.178122  -2.336149  1.867507
C  -3.879757  -0.297026  -1.207599
H  -4.205676  2.889975  2.421335
H  -4.650459  0.863209  -2.883932
H  -4.826810  2.857121  0.719868
H  -3.223286  3.682587  -2.533768
H  4.654673  -1.542611  -2.215927
H  3.786542  -2.010391  3.852080
H  -3.955515  2.641394  -1.261640
H  -3.474806  -0.300079  -3.415284
H  1.525706  -1.400886  -3.036858
H  0.582106  -1.431387  -1.617913
H  4.633703  -2.425139  -0.118396
H  3.400450  -2.518123  -3.079667
H  0.786200  -1.172613  0.262496
H  1.722411  0.081614  -2.141748
H  -4.929687  -0.139481  -0.897687
H  5.580716  -3.459762  2.906634
H  -2.521061  4.621305  -0.445820
H  -3.944303  0.525788  2.385619
H  4.079621  -3.167946  -1.666395
H  -5.160769  0.599735  1.062166
H  5.781994  -3.400002  1.202394
H  -3.631423  -1.352374  -1.290733
H  -1.094838  3.669168  -0.929083

Cartesian forces (eV/Å) of the 3 atoms listed first:
0.8 -0.1 0.5
-0.4 -0.2 -0.5
-0.1 1.9 1.0

- E_HOMO (spin up / spin down) (Ha) = -0.4466 / -0.4470
- LUMO energy (spin up / spin down) (eV) = -8.13 / -8.11
- <S²> = 0.755
- multiplicity = 2
- maximum force (eV Å⁻¹) = 2.75
- net charge = +2
- Kohn-Sham gap (spin up / spin down) (Eh) = 0.148 / 0.149